[1]
{"formula": "C39H45N5O6SSi3Ti", "method": "ωB97M-V with the def2-TZVPD basis set", "lumo_ev": -1.13, "fmax_ev_per_a": 0.6, "e_tot_ev": -118496.1824, "multiplicity": 1, "homo_ev": -6.4, "elements": ["Ti", "S", "Si", "Si", "Si", "O", "O", "O", "O", "O", "O", "N", "N", "N", "N", "N", "C", "C", "C", "C", "C", "C", "C", "C", "C", "C", "C", "C", "C", "C", "C", "C", "C", "C", "C", "C", "C", "C", "C", "C", "C", "C", "C", "C", "C", "C", "C", "C", "C", "C", "C", "C", "C", "C", "C", "H", "H", "H", "H", "H", "H", "H", "H", "H", "H", "H", "H", "H", "H", "H", "H", "H", "H", "H", "H", "H", "H", "H", "H", "H", "H", "H", "H", "H", "H", "H", "H", "H", "H", "H", "H", "H", "H", "H", "H", "H", "H", "H", "H", "H"], "xyz": [[1.1348, -0.4636, -0.9156], [1.6818, -1.2780, 2.6680], [-2.7468, -0.4448, -0.7800], [-2.3585, 2.1125, 1.0377], [-1.9331, 2.3127, -2.1611], [-0.4128, 0.9181, -0.3230], [0.7938, 2.0620, 8.4839], [2.5996, 2.1947, -3.6267], [4.8523, -1.7836, -0.1818], [0.8268, 0.0262, 9.3248], [-0.2736, -0.3464, 0.3562], [1.3809, 0.5113, -2.6250], [2.1725, 1.3393, -0.2531], [-0.4856, -1.7632, -2.0970], [3.0961, -0.9420, -1.4505], [1.4556, -2.4498, -0.1320], [1.0960, 0.2938, 6.9263], [1.3140, -1.5494, 5.3715], [2.8373, -1.3407, -2.7608], [2.1219, -4.8154, 1.1311], [3.0467, -2.6843, -4.7425], [2.4826, 2.1654, -1.2624], [0.8946, 0.8828, 8.2726], [-4.2313, 2.1781, 1.2216], [1.5672, -0.7875, -4.7591], [-0.0128, -2.7853, -2.8286], [-0.4920, 3.5194, -2.1869], [-4.3659, -0.1361, -1.6908], [1.4437, 0.7026, 4.5706], [1.1294, -1.0753, 6.6549], [0.7995, -4.4140, 1.0335], [-1.9327, 1.3233, -3.7656], [-1.8411, 1.2004, -0.5920], [3.7164, -1.8205, -0.5672], [-1.8191, -1.7012, -1.8805], [0.5066, -3.2116, 0.4231], [1.2606, 1.1706, 5.8540], [2.1588, 1.6571, -2.6372], [3.4014, -2.4351, -3.4253], [-3.4770, 3.3816, -2.0899], [3.1146, -3.9888, 0.6320], [2.7372, -2.8229, 0.0029], [1.4722, -0.6766, 4.2800], [3.1256, 2.8710, 1.2811], [3.1240, 3.3672, -1.0585], [2.4830, 1.6745, 1.0000], [1.9122, -0.5289, -3.4458], [-1.5907, 1.2089, 2.4745], [-0.8018, -3.7663, -3.3918], [-3.1622, -1.4093, 0.7687], [3.4476, 3.7270, 0.2416], [-1.6871, 3.8705, 1.0971], [-2.6641, -2.6639, -2.4364], [-2.1678, -3.7061, -3.1949], [2.1365, -1.8722, -5.4117], [1.5633, 1.4076, 3.7573], [-4.8408, 0.7899, -1.3754], [-3.7433, -0.8206, 1.4804], [-1.4816, 4.3102, 0.1254], [1.3349, -2.6154, 5.1854], [0.1627, 3.3398, -3.0395], [1.2370, 2.2336, 6.0585], [-2.0206, 0.2306, 2.6819], [0.9607, -0.8785, 9.0248], [0.8587, -0.1371, -5.2551], [-2.8301, -4.4530, -3.6135], [4.1286, -3.0596, -2.9202], [-3.7675, -2.2769, 0.4920], [-3.5813, 3.8704, -3.0635], [-4.6541, 3.0553, 0.7316], [-2.8973, 1.3904, -4.2733], [-0.5083, -2.8469, 0.3518], [3.9514, 4.6642, 0.4397], [0.9986, -1.8148, 7.4400], [1.8815, -2.0812, -6.4419], [-3.7304, -2.5943, -2.2628], [3.4951, -3.5229, -5.2602], [-5.0727, -0.9411, -1.4714], [-4.4097, 2.8639, -1.8819], [0.1104, 3.4932, -1.2809], [2.3781, -5.7452, 1.6211], [-0.8829, 4.5356, -2.2876], [-0.5213, 1.0512, 2.3302], [-0.7633, 3.9010, 1.6793], [-4.7397, 1.2947, 0.8317], [2.2248, 0.9477, 1.7681], [-4.2285, -0.0915, -2.7704], [-0.3362, -4.5538, -3.9675], [-4.4802, 2.2455, 2.2840], [4.1664, -4.2174, 0.7258], [-0.0001, -5.0084, 1.4512], [-1.6961, 0.2702, -3.6247], [-2.4111, 4.5153, 1.6023], [3.3593, 3.9842, -1.9138], [1.0569, -2.8399, -2.9611], [3.3741, 3.1096, 2.3056], [-1.7277, 1.8313, 3.3645], [-3.3521, 4.1698, -1.3448], [-2.2605, -1.7502, 1.2778], [-1.1733, 1.7348, -4.4347]], "forces_ev_per_a": [[-0.4, 0.1, -0.4], [0.0, -0.1, 0.0], [-0.1, 0.0, 0.0], [0.0, 0.0, 0.1], [0.0, 0.0, 0.0], [-0.1, 0.1, -0.2], [0.0, 0.0, 0.0], [0.0, 0.0, 0.0], [0.1, 0.0, -0.3], [0.0, 0.0, 0.0], [0.6, 0.1, -0.2], [0.1, 0.0, 0.1], [-0.1, 0.0, 0.0], [0.1, -0.1, 0.2], [-0.3, 0.1, 0.3], [0.0, -0.4, 0.2], [0.0, 0.0, 0.0], [0.0, 0.0, 0.0], [0.3, 0.0, -0.1], [0.0, 0.0, 0.0], [0.0, 0.0, 0.0], [0.0, 0.0, 0.2], [0.0, 0.0, 0.0], [0.0, -0.1, -0.1], [0.0, 0.0, 0.0], [0.0, 0.1, 0.0], [0.0, 0.0, 0.0], [0.0, -0.1, 0.1], [0.0, -0.1, 0.0], [0.0, 0.0, 0.0], [0.0, -0.1, 0.0], [0.0, 0.1, 0.0], [0.0, 0.0, 0.1], [-0.1, -0.4, 0.2], [0.0, 0.1, -0.1], [0.0, 0.0, -0.1], [0.0, 0.1, 0.0], [-0.1, 0.2, -0.1], [0.0, 0.0, 0.1], [0.1, 0.0, 0.0], [0.0, -0.1, 0.0], [-0.1, 0.2, 0.0], [0.1, 0.2, 0.0], [0.0, 0.0, -0.1], [0.0, 0.0, 0.0], [0.0, 0.1, 0.0], [0.0, 0.1, -0.1], [-0.1, 0.0, 0.1], [-0.1, 0.0, 0.0], [0.0, 0.1, 0.1], [0.0, 0.0, 0.1], [0.0, 0.0, 0.0], [0.0, 0.0, 0.0], [0.1, 0.0, 0.0], [0.0, 0.0, 0.0], [0.0, 0.0, 0.0], [0.0, 0.1, 0.0], [0.0, 0.0, 0.0], [0.0, 0.1, -0.1], [0.0, 0.0, 0.0], [0.0, 0.0, 0.0], [0.0, 0.0, 0.0], [0.0, 0.0, 0.0], [0.0, 0.0, 0.0], [0.0, 0.0, 0.0], [0.0, 0.0, 0.0], [0.0, 0.0, 0.0], [0.0, 0.0, 0.0], [0.0, 0.0, 0.0], [0.0, 0.0, -0.1], [0.0, 0.0, 0.0], [0.0, 0.0, 0.0], [0.0, 0.0, 0.0], [0.0, 0.0, 0.0], [0.0, 0.0, 0.0], [0.0, 0.0, 0.0], [0.0, 0.0, 0.0], [0.0, 0.0, 0.0], [-0.1, -0.1, 0.0], [0.0, 0.0, 0.1], [0.0, 0.0, 0.0], [0.0, 0.0, 0.0], [0.0, 0.0, 0.0], [0.0, 0.0, 0.0], [0.0, 0.0, 0.0], [0.0, 0.0, -0.1], [0.0, 0.0, -0.1], [0.0, 0.0, 0.0], [0.1, 0.0, 0.0], [0.0, 0.0, 0.0], [0.0, 0.0, 0.0], [0.0, -0.1, 0.0], [0.0, 0.0, 0.0], [0.0, 0.0, 0.0], [0.0, 0.0, 0.0], [0.0, 0.0, 0.0], [0.0, 0.0, 0.0], [0.0, 0.0, 0.0], [0.0, 0.0, 0.0], [0.0, 0.0, 0.0]], "mulliken_charge": [-1.79, 0.01, -0.08, 0.85, 1.19, -0.44, -0.59, -0.70, -0.63, -0.50, -0.51, 1.19, 1.02, 2.40, 0.10, 1.33, 0.85, -1.27, 0.74, -0.66, -0.68, 0.19, 0.70, -1.06, -0.46, 0.15, -1.31, -1.39, -0.15, -0.72, -0.85, -1.12, 1.52, -0.29, -0.11, 0.05, -0.84, 0.07, -0.85, -1.25, -1.07, 0.62, 0.45, -0.81, -0.84, -0.21, 0.09, -0.65, -1.45, -1.14, -0.71, -1.37, -1.05, -0.96, -0.83, 0.07, 0.35, 0.40, 0.32, 0.39, 0.51, 0.44, 0.27, 0.27, 0.51, 0.45, 0.54, 0.42, 0.39, 0.33, 0.41, -0.11, 0.46, 0.16, 0.45, 0.40, 0.42, 0.52, 0.31, 0.05, 0.45, 0.61, -0.32, 0.34, 0.25, -0.05, 0.38, 0.53, 0.47, 0.57, 0.51, 0.02, 0.45, 0.63, 0.18, 0.60, 0.60, 0.33, 0.05, 0.44]}



[2]
{"formula": "C39H45N8OPPtTe", "method": "ωB97M-V with the def2-TZVPD basis set", "s2": 0.7555, "lumo_ev": [-2.12, -2.44], "fmax_ev_per_a": 0.9, "e_tot_ev": -74964.8002, "multiplicity": 2, "charge": 1, "homo_ev": [-8.7, -9.1], "elements": ["Pt", "Te", "P", "O", "N", "N", "N", "N", "N", "N", "N", "N", "C", "C", "C", "C", "C", "C", "C", "C", "C", "C", "C", "C", "C", "C", "C", "C", "C", "C", "C", "C", "C", "C", "C", "C", "C", "C", "C", "C", "C", "C", "C", "C", "C", "C", "C", "C", "C", "C", "C", "H", "H", "H", "H", "H", "H", "H", "H", "H", "H", "H", "H", "H", "H", "H", "H", "H", "H", "H", "H", "H", "H", "H", "H", "H", "H", "H", "H", "H", "H", "H", "H", "H", "H", "H", "H", "H", "H", "H", "H", "H", "H", "H", "H", "H"], "xyz": [[0.2261, -0.1937, -0.3920], [1.2212, 3.8275, 0.2979], [-1.8184, -2.5606, -2.2984], [-1.2040, 3.4772, 0.7336], [-3.2266, -3.9192, -0.2978], [-1.2426, 0.1900, -1.7967], [1.6272, -0.5230, 1.0794], [0.7104, -3.0853, -3.3418], [-0.1177, 1.5202, 0.5103], [-1.5298, -2.7431, 0.5021], [-3.2601, -0.1667, -2.5742], [0.8174, -1.8311, -1.5461], [1.0820, 2.7224, -3.8942], [-0.4551, 4.5269, -3.6836], [-2.2040, -3.3169, 1.5358], [-4.3054, 1.8654, 2.9360], [-3.1316, 1.1871, -2.3936], [-4.7282, 0.5759, 2.6456], [0.1863, -3.8596, -4.4584], [2.5921, 6.4549, -0.6051], [1.3513, 2.7637, -2.5331], [-2.1046, -0.7516, -2.1973], [1.6343, 5.9299, 0.2680], [0.1936, 3.6081, -4.4925], [0.6885, 3.7132, -1.7410], [-0.0345, 3.5763, -5.9782], [-3.1676, 2.3794, 2.3327], [-3.2584, -4.0453, 1.0588], [-2.1577, -3.1138, -0.5928], [3.3440, 5.6095, -1.5982], [2.1182, -0.3356, 3.6195], [-4.1816, -4.5253, -1.2102], [-2.4218, 1.6020, 1.4504], [-1.8798, 1.3999, -1.9183], [1.8272, -0.4359, 2.2030], [1.2785, 8.1130, 1.2013], [0.9772, 6.7578, 1.1888], [-2.8520, 0.3108, 1.1638], [2.3706, 1.8067, -1.9761], [2.5240, 10.1348, 0.3777], [-0.0224, 6.2225, 2.1798], [-0.2334, 4.6024, -2.3081], [2.0320, -2.8390, -3.1045], [2.2182, 8.6637, 0.3374], [2.8645, 7.8200, -0.5524], [-0.0070, -2.4635, -2.3719], [-0.9922, 5.6450, -1.5334], [2.0879, -2.0580, -1.9887], [-4.4619, -0.8228, -3.0598], [-1.1686, 2.1858, 0.8405], [-4.0002, -0.1980, 1.7523], [3.1907, -0.4289, 3.7831], [1.5989, -1.1268, 4.1570], [-0.3832, 6.5404, -1.3911], [-2.8455, 3.3918, 2.5333], [-1.8879, 5.9341, -2.0825], [-2.2751, -0.2999, 0.4828], [-4.2300, -1.8502, -3.3297], [-1.3893, 2.3274, -1.6779], [-1.1589, 5.2208, -4.1302], [-0.2767, -4.7793, -4.1059], [-0.5458, -3.2753, -5.0110], [3.4138, 10.3697, -0.2041], [-4.8286, -0.3037, -3.9425], [0.8991, 3.7516, -6.5147], [1.0129, -4.1070, -5.1180], [1.5940, 1.9867, -4.5060], [-3.9251, 1.8722, -2.6332], [-0.4155, 2.6048, -6.2979], [2.8077, -3.2402, -3.7318], [4.2317, 6.1341, -1.9490], [-1.9042, -3.1649, 2.5587], [3.6102, 8.2299, -1.2250], [2.7251, 5.3716, -2.4661], [-3.9544, -4.2178, -2.2273], [3.3390, 2.2987, -1.8522], [-0.7485, 4.3388, -6.2853], [-5.6170, 0.1764, 3.1164], [-4.0103, -4.6357, 1.5535], [-4.8697, 2.4755, 3.6292], [-4.3247, -1.2049, 1.5178], [2.5074, 0.9650, -2.6556], [2.0676, 1.4104, -1.0063], [2.6857, 10.4715, 1.4019], [0.7687, 8.7572, 1.9096], [-1.2937, 5.2762, -0.5577], [-0.5406, 7.0409, 2.6779], [0.4749, 5.6291, 2.9524], [1.6932, 10.7144, -0.0289], [-4.1226, -5.6110, -1.1514], [-5.1922, -4.2076, -0.9585], [-0.7654, 5.5776, 1.7102], [1.7782, 0.6345, 3.9791], [-5.2308, -0.8130, -2.2883], [3.6637, 4.6637, -1.1551], [2.9438, -1.6502, -1.4806]], "forces_ev_per_a": [[0.3, -0.5, -0.2], [0.1, -0.2, 0.0], [0.0, 0.3, 0.1], [0.0, 0.1, 0.4], [-0.1, 0.0, -0.1], [-0.2, -0.2, 0.8], [-0.9, 0.2, 0.1], [0.0, 0.0, 0.1], [0.2, 0.5, -0.6], [0.1, 0.0, 0.0], [0.0, 0.0, -0.1], [-0.2, 0.3, -0.3], [0.0, 0.0, 0.0], [0.0, 0.0, 0.0], [0.1, 0.0, -0.1], [0.0, 0.0, 0.0], [0.0, 0.0, -0.2], [0.0, 0.0, 0.0], [0.0, -0.1, 0.0], [0.0, 0.0, 0.0], [0.0, -0.1, 0.0], [0.1, -0.2, 0.2], [-0.1, 0.0, 0.0], [0.0, 0.0, 0.0], [0.1, 0.1, 0.0], [0.0, 0.0, 0.0], [0.0, 0.0, 0.0], [0.0, -0.1, 0.0], [0.1, 0.2, -0.2], [0.0, 0.0, 0.0], [0.0, 0.0, 0.0], [0.0, -0.1, 0.0], [-0.1, -0.1, -0.2], [0.2, 0.1, -0.2], [0.3, -0.1, -0.1], [0.0, 0.0, 0.0], [0.0, 0.0, 0.0], [0.0, 0.0, 0.0], [0.1, 0.1, 0.0], [0.0, 0.0, 0.0], [0.0, 0.0, 0.0], [0.0, 0.0, 0.0], [0.0, -0.1, 0.0], [0.0, 0.0, 0.0], [0.0, 0.0, 0.0], [0.0, -0.3, 0.1], [0.1, 0.1, 0.0], [0.0, -0.1, 0.1], [-0.1, 0.0, 0.0], [-0.2, -0.3, 0.1], [0.0, 0.0, 0.0], [0.0, 0.0, 0.0], [0.0, 0.0, 0.0], [0.0, 0.0, 0.0], [0.0, 0.0, 0.0], [0.0, 0.0, 0.0], [0.0, -0.1, 0.1], [0.0, 0.0, 0.0], [0.0, 0.0, 0.1], [0.0, 0.0, 0.0], [0.0, 0.0, 0.0], [0.0, 0.0, 0.0], [0.0, 0.0, 0.0], [0.0, 0.0, 0.0], [0.0, 0.0, 0.0], [0.0, 0.0, 0.0], [0.0, 0.0, 0.0], [0.0, 0.0, 0.0], [0.0, 0.0, 0.0], [0.0, 0.0, 0.0], [0.0, 0.0, 0.0], [0.0, 0.0, 0.0], [0.0, 0.0, 0.0], [0.0, 0.0, 0.0], [0.0, 0.0, 0.0], [0.0, 0.0, 0.0], [0.0, 0.0, 0.0], [0.0, 0.0, 0.0], [0.0, 0.0, 0.0], [0.0, 0.0, 0.0], [0.0, 0.0, 0.0], [0.0, 0.0, 0.0], [0.1, 0.1, -0.1], [0.0, 0.0, 0.0], [0.0, 0.0, 0.0], [0.0, 0.0, 0.1], [0.0, 0.0, 0.0], [0.0, 0.0, 0.0], [0.0, 0.0, 0.0], [0.0, 0.0, 0.0], [0.0, 0.0, 0.0], [0.0, 0.0, 0.0], [0.0, 0.0, 0.0], [0.0, 0.0, 0.0], [0.0, 0.0, 0.0], [0.0, 0.0, 0.0]], "lowdin_spin": [0.00, 0.47, 0.00, 0.25, 0.00, 0.00, 0.00, 0.00, 0.04, 0.00, 0.00, 0.00, 0.00, 0.00, 0.00, 0.00, 0.00, 0.00, 0.00, 0.02, 0.01, 0.00, 0.06, 0.01, 0.02, 0.00, 0.00, 0.00, 0.00, 0.02, 0.00, 0.00, 0.01, 0.00, 0.00, 0.00, 0.01, 0.00, 0.02, 0.00, 0.01, 0.01, 0.00, 0.00, 0.00, 0.00, 0.00, 0.00, 0.00, 0.01, 0.00, 0.00, 0.00, 0.00, 0.00, 0.00, 0.00, 0.00, 0.00, 0.00, 0.00, 0.00, 0.00, 0.00, 0.00, 0.00, 0.00, 0.00, 0.00, 0.00, 0.00, 0.00, 0.00, 0.00, 0.00, 0.00, 0.00, 0.00, 0.00, 0.00, 0.00, 0.00, 0.01, 0.00, 0.00, 0.00, 0.00, 0.00, 0.00, 0.00, 0.00, 0.00, 0.00, 0.00, 0.01, 0.00]}